(1)
Computed, not measured: a cluster of 2 separate species, C2H4NO2S in total at a distorted geometry, with ωB97M-V with the def2-TZVPD basis set.

As for the charge: -1. The value obtained for the HOMO energy (spin up / spin down) is -1.7 / -3.1 eV. As for the gap between HOMO and LUMO (spin up / spin down): 5.293 / 7.019 eV.

Last column: Mulliken charge in e.
Positions of all 10 atoms, in Å:
C: 0.60 -0.66 -0.25  -0.010
C: -0.61 -1.11 -0.97  -0.832
N: 1.19 -1.46 0.58  -0.758
O: 0.76 2.53 1.78  -0.508
O: -1.23 2.70 0.37  -0.463
S: 0.17 2.45 0.43  0.407
H: -1.39 -0.68 -0.43  0.199
H: -0.61 -0.60 -1.91  0.291
H: -0.71 -2.21 -0.77  0.405
H: 1.83 -0.94 1.16  0.270

=====

(2)
Computed, not measured: a cluster of 2 separate species, C2H4NO3 in total at a distorted geometry, with ωB97M-V with the def2-TZVPD basis set.

As for the charge: +1. The value obtained for the HOMO energy is -14.2 eV. As for the gap between HOMO and LUMO: 6.119 eV.

Last column: Mulliken charge in e.
Positions of all 10 atoms, in Å:
C: -1.34 -0.52 0.12  0.234
C: 2.58 0.80 -0.08  -0.029
N: -2.29 0.25 -0.04  0.582
O: -1.26 -1.81 0.10  -0.339
O: -3.01 1.17 -0.10  -0.225
O: 1.52 0.96 0.43  -0.463
H: -0.33 -0.01 0.25  0.387
H: 3.47 1.37 0.23  0.269
H: 2.76 0.09 -0.90  0.200
H: -2.10 -2.30 0.00  0.385

=====

(3)
Computed, not measured: the ion C2H4NO3P with charge -2 at a distorted geometry, with ωB97M-V with the def2-TZVPD basis set.

As for the charge: -2. The value obtained for the HOMO energy is 1.5 eV. As for the gap between HOMO and LUMO: 5.952 eV.

Last column: Mulliken charge in e.
Positions of all 11 atoms, in Å:
C: 0.72 -1.90 1.25  -0.616
C: 0.43 0.18 -0.59  -0.411
N: 0.13 -0.63 0.58  0.603
O: -0.98 -0.12 1.13  -0.856
O: 0.50 2.43 -2.03  -0.608
O: -1.69 1.90 -0.72  -0.464
P: 0.06 2.00 -0.63  -0.268
H: -0.20 -2.60 1.54  -0.008
H: 1.40 -2.30 0.50  -0.017
H: 1.40 -0.26 -1.07  0.250
H: -1.77 1.31 0.05  0.396

=====

(4)
Computed, not measured: a cluster of 2 separate species, C2H4NO6S in total at a distorted geometry, with ωB97M-V with the def2-TZVPD basis set.

As for the charge: -1. The value obtained for the HOMO energy is -5.9 eV. As for the gap between HOMO and LUMO: 9.530 eV.

Last column: Mulliken charge in e.
Positions of all 14 atoms, in Å:
C: -1.95 0.27 -0.57  0.707
C: -0.61 0.52 -1.29  -0.198
N: 0.28 -0.28 -1.63  -0.533
O: -2.03 -0.63 0.41  -0.563
O: 1.85 -0.40 2.59  -0.668
O: -2.93 0.75 -1.09  -0.604
O: 0.13 -1.21 1.12  -0.642
O: 2.23 -0.08 0.15  -0.445
O: 0.47 1.19 1.18  -0.612
S: 1.09 -0.10 1.35  1.213
H: -0.42 1.49 -1.71  0.317
H: 0.19 -1.24 -1.43  0.290
H: -1.05 -0.95 0.53  0.445
H: 2.75 0.67 0.38  0.294

=====

| no. | calculated total energy (a.u.) |
| --- | --- |
| 1 | -681.98014 |
| 2 | -358.61998 |
| 3 | -700.26791 |
| 4 | -983.07718 |